284
Properties=species:S:1:pos:R:3:forces:R:3:lowdin_charge:R:1 method="wB97M-V/def2-TZVPD" spin_multiplicity=1 total_charge=+7 orbital_gap_ha=0.355 total_energy_ha=-6693.86911 lumo_ev=-10.2 homo_ev=-19.823
C -1.3597 -4.8422 -11.8289 -0.773 1.036 0.929 -0.078
C -2.1278 -3.4990 -11.9370 1.453 -0.278 -1.206 -0.241
C -3.1726 -3.4084 -10.8658 -1.370 0.910 0.651 -0.195
C -2.5669 -3.0463 -9.5101 -0.928 -0.607 1.192 -0.076
N -3.4339 -3.4224 -8.2499 0.433 1.001 -0.261 -0.219
C -2.6046 -3.1908 -6.9609 -2.173 0.898 -0.690 -0.059
C -3.3065 -4.0479 -5.8966 1.133 -1.393 -0.962 -0.138
C -4.0206 -5.1649 -6.6890 -0.585 -0.841 -0.047 -0.131
C -3.7770 -4.8838 -8.1680 0.494 0.494 -0.213 -0.096
C -4.7433 -2.6630 -8.2001 0.747 -0.142 0.312 -0.115
C -4.6911 -1.1638 -8.4546 0.802 -1.140 -0.049 -0.250
C -6.0522 -0.6091 -8.2462 -0.858 2.738 -0.535 -0.098
H -2.1049 -5.5634 -11.4964 0.170 -0.595 -0.592 0.072
H -0.6666 -4.7723 -10.9995 0.577 -0.150 -0.008 0.059
H -0.8580 -5.0817 -12.7560 0.049 -0.327 0.042 0.086
H -2.4790 -3.4630 -12.9823 -0.602 0.236 0.688 0.128
H -1.4065 -2.6687 -11.8729 -0.238 -0.073 0.074 0.117
H -3.7708 -4.3186 -10.8648 0.204 -0.295 0.283 0.116
H -3.9328 -2.6229 -11.0151 0.311 -0.094 -0.514 0.120
H -2.3577 -1.9740 -9.4613 -0.110 -0.179 0.158 0.136
H -1.6924 -3.5736 -9.2092 1.068 -0.468 -0.626 0.103
H -2.7112 -2.1314 -6.7509 0.387 0.163 0.027 0.117
H -1.5780 -3.4306 -7.2040 0.093 -0.299 0.266 0.131
H -3.9755 -3.6209 -5.1838 -0.333 1.020 0.112 0.102
H -2.5022 -4.4862 -5.3345 0.269 -0.297 0.546 0.105
H -5.1002 -5.2363 -6.4817 0.328 0.460 -0.071 0.126
H -3.6831 -6.1755 -6.4313 0.278 0.298 -0.107 0.124
H -4.6237 -5.0666 -8.8062 -0.280 -0.203 -0.144 0.131
H -2.9180 -5.3660 -8.6080 0.282 -0.604 0.150 0.139
H -5.1041 -2.8807 -7.1737 -0.341 0.231 -0.783 0.141
H -5.3276 -3.1488 -8.9682 -0.591 -0.035 0.081 0.140
H -4.3897 -0.9144 -9.4752 0.220 -0.250 0.099 0.117
H -3.9676 -0.7205 -7.7773 0.132 0.222 0.168 0.101
H -5.8924 0.4984 -8.0885 -0.525 -1.071 0.660 0.104
H -6.6772 -1.0952 -7.4911 0.245 0.333 0.013 0.088
H -6.6113 -0.5153 -9.1834 -0.089 -0.789 0.097 0.093
C -4.1614 0.3623 -3.7351 1.123 -0.078 1.042 -0.095
C -4.2567 1.1388 -2.3902 0.217 0.212 0.051 -0.246
C -4.4492 0.2480 -1.1521 -0.016 1.170 1.116 -0.156
C -4.0883 1.0439 0.1673 1.342 -2.263 -0.738 -0.086
N -4.6508 0.5013 1.4564 0.483 -0.505 -0.508 -0.218
C -3.9941 1.1995 2.5851 0.244 -0.155 1.323 -0.131
C -4.4078 0.3495 3.7834 1.235 0.409 1.530 -0.132
C -4.1705 -1.0853 3.2598 -0.891 -0.403 1.010 -0.133
C -4.2268 -0.9577 1.7364 -0.078 0.845 0.145 -0.062
C -6.1518 0.6441 1.5334 -0.018 0.656 -0.918 -0.110
C -6.6951 2.0683 1.7505 0.972 -0.415 -0.006 -0.222
C -8.1949 2.0604 1.8777 -0.660 0.819 0.654 -0.085
H -3.5596 -0.5682 -3.5394 -0.661 0.671 -0.295 0.077
H -3.5723 0.9498 -4.4586 -0.509 -0.175 0.129 0.069
H -5.1332 0.1131 -4.1307 -0.213 -0.156 -0.214 0.064
H -5.0707 1.8823 -2.3490 0.180 -0.283 -0.454 0.119
H -3.3430 1.7374 -2.2866 0.016 -0.212 0.133 0.105
H -3.8338 -0.6390 -1.1607 0.274 -0.294 -0.199 0.102
H -5.4863 -0.0600 -1.1334 -0.295 -0.228 0.061 0.104
H -4.3796 2.0425 0.1890 -0.689 1.795 -0.509 0.103
H -2.9712 1.0314 0.2727 -0.917 -0.045 0.013 0.130
H -4.2547 2.2525 2.6451 -0.041 -0.083 -0.197 0.128
H -2.9116 1.0857 2.4827 -0.096 0.132 -0.349 0.128
H -5.4306 0.5197 4.0981 -0.265 -0.018 -0.177 0.108
H -3.8046 0.6151 4.7173 -0.550 -0.469 -1.387 0.147
H -4.8769 -1.8162 3.7233 0.010 0.702 -0.772 0.132
H -3.2343 -1.5046 3.5850 0.743 0.301 -0.120 0.095
H -4.9498 -1.6100 1.3002 -0.381 -0.394 -0.569 0.125
H -3.2465 -1.0564 1.2812 0.065 -0.171 -0.075 0.113
H -6.4507 -0.0310 2.2906 -0.489 -0.401 1.069 0.117
H -6.5723 0.2239 0.6319 0.085 -0.077 -0.457 0.129
H -6.4830 2.7217 0.8799 0.476 -0.247 0.658 0.127
H -6.2319 2.4346 2.6854 -0.318 0.245 -0.566 0.106
H -8.4953 2.9911 2.3879 0.044 -0.416 -0.002 0.092
H -8.5678 1.2230 2.4796 -0.107 0.148 -0.357 0.094
H -8.6703 2.1627 0.9060 -0.167 -0.621 -0.060 0.088
C 6.3925 -3.0212 3.3044 -0.336 -0.101 0.660 -0.102
C 6.2695 -1.9195 2.2817 1.109 0.279 -1.352 -0.225
C 6.4333 -2.4189 0.8124 0.931 -0.088 0.996 -0.200
C 5.9803 -1.3778 -0.1622 -0.576 0.357 -1.237 -0.108
N 6.2304 -1.7433 -1.6501 0.441 0.650 0.922 -0.196
C 7.7261 -1.5190 -1.9517 -0.348 -0.499 -0.913 -0.073
C 7.9399 -0.0304 -2.2963 -1.656 -1.792 -0.009 -0.104
C 6.4968 0.4625 -2.6624 1.078 1.189 -0.177 -0.139
C 5.5201 -0.6806 -2.5530 0.992 -0.856 1.936 -0.074
C 5.8049 -3.1726 -1.9221 0.568 0.155 -0.714 -0.150
C 4.3448 -3.4721 -1.7167 -0.575 -0.052 0.550 -0.234
C 4.0119 -4.8198 -2.3778 -0.319 0.154 -0.736 -0.085
H 6.4682 -2.6282 4.3048 -0.226 0.520 0.447 0.075
H 7.2456 -3.6753 3.2884 0.546 -0.214 -0.776 0.087
H 5.5045 -3.6403 3.2980 -0.259 -0.315 -0.144 0.048
H 7.0840 -1.1483 2.4384 -1.310 -0.440 0.043 0.134
H 5.2392 -1.5434 2.2861 0.370 0.609 0.557 0.110
H 5.7922 -3.2673 0.7009 -0.351 -0.758 -0.093 0.095
H 7.4670 -2.7664 0.6574 -0.262 0.197 -0.041 0.131
H 6.4717 -0.3957 -0.0559 -0.341 -0.346 0.256 0.139
H 4.8737 -1.2978 -0.0738 0.714 0.334 -0.038 0.141
H 8.0003 -2.1757 -2.7737 -0.285 -0.020 -0.258 0.139
H 8.3105 -1.8777 -1.1272 0.114 -0.005 0.598 0.119
H 8.5895 0.0959 -3.1214 0.714 -0.137 -0.839 0.109
H 8.4467 0.3624 -1.4482 -0.157 1.205 0.674 0.102
H 6.4377 0.8212 -3.7160 0.276 0.072 0.895 0.133
H 6.2859 1.2905 -1.9707 -0.444 -0.198 -0.445 0.112
H 5.4120 -1.2086 -3.4812 -0.647 0.055 -0.479 0.132
H 4.6286 -0.3487 -2.0102 -0.181 -0.523 -0.684 0.132
H 6.4757 -3.8720 -1.4131 -0.047 0.359 0.121 0.147
H 5.9819 -3.3147 -2.9950 0.177 0.064 0.123 0.138
H 3.8059 -2.6069 -2.1229 -0.336 -0.474 -0.244 0.109
H 3.9775 -3.5575 -0.6630 0.727 0.241 -0.570 0.121
H 2.9364 -4.9810 -2.3045 0.055 -0.166 -0.027 0.075
H 4.5185 -5.6435 -1.8968 0.096 -0.159 0.520 0.080
H 4.2976 -4.9553 -3.4408 -0.168 0.645 0.436 0.094
C 0.0167 5.0209 3.8613 0.659 0.307 1.044 -0.111
C -1.4284 4.7084 4.1100 -0.072 -0.295 -0.463 -0.261
C -2.0988 5.5714 5.2154 0.976 -0.313 -0.473 -0.146
C -2.1803 7.0624 4.8208 1.014 -0.692 -0.547 -0.127
N -2.9906 7.8953 5.7606 0.317 -0.120 -0.629 -0.231
C -3.0310 9.2704 5.1929 0.295 0.201 -2.369 -0.108
C -1.6987 9.9345 5.5420 0.589 -0.198 -0.391 -0.118
C -1.1202 9.1157 6.7120 -0.039 -0.113 0.730 -0.126
C -2.2590 8.1431 7.0516 0.289 0.530 0.132 -0.078
C -4.3951 7.3367 5.9354 0.811 -0.141 1.459 -0.143
C -5.2134 7.1125 4.7024 1.156 -2.527 -0.620 -0.212
C -6.3822 6.1993 5.1201 0.125 0.865 0.376 -0.071
H 0.5241 4.7119 4.7708 0.602 0.092 0.015 0.084
H 0.2369 6.0607 3.7016 -0.123 0.726 0.108 0.063
H 0.4911 4.5525 3.0248 -0.082 -0.808 -0.501 0.069
H -1.4639 3.6282 4.3327 -0.285 0.417 0.390 0.109
H -1.9359 4.7757 3.1543 -0.667 0.350 -0.121 0.100
H -1.4845 5.5095 6.1410 -0.385 -0.107 -0.471 0.130
H -3.0351 5.0614 5.4048 -0.474 0.471 0.199 0.101
H -2.5366 7.2893 3.8178 -0.571 -0.673 -0.029 0.127
H -1.1352 7.4529 4.7108 -0.889 -0.078 0.855 0.138
H -3.9196 9.7866 5.5159 -0.154 0.156 0.520 0.144
H -3.1224 9.1553 4.0764 -0.130 0.240 1.109 0.150
H -1.8661 10.9846 5.7716 0.151 -0.061 0.130 0.130
H -1.0014 9.8835 4.6920 -0.368 0.193 0.191 0.122
H -0.8539 9.7613 7.5590 -0.497 -0.229 -0.020 0.133
H -0.1839 8.5744 6.5499 -0.178 0.084 -0.635 0.114
H -3.0169 8.6911 7.5316 -0.766 0.726 1.429 0.124
H -2.0048 7.2858 7.6689 -0.083 -0.334 -0.486 0.145
H -4.9619 7.9470 6.6191 0.143 1.045 0.167 0.144
H -4.2351 6.4743 6.5931 -0.171 -0.430 -0.744 0.136
H -4.6051 6.4940 3.9947 -0.343 0.543 0.264 0.113
H -5.4592 8.0148 4.1756 -0.473 0.481 0.017 0.117
H -6.9730 5.8875 4.2774 -0.337 0.046 -0.294 0.071
H -7.0008 6.7320 5.8439 -0.283 -0.139 -0.134 0.093
H -6.0131 5.3076 5.6262 0.141 -0.031 -0.061 0.076
C -7.4198 -6.2319 1.3385 0.000 0.186 -0.223 -0.094
C -7.0926 -7.6038 1.9579 -0.947 0.317 0.052 -0.239
C -5.9393 -8.2892 1.2355 0.322 0.292 -0.986 -0.177
C -4.6104 -7.6767 1.7584 -0.747 0.234 -1.243 -0.084
N -3.3953 -7.7575 0.8157 1.450 0.458 0.758 -0.209
C -2.0319 -7.2928 1.4548 -0.255 0.718 -0.345 -0.059
C -2.1241 -5.7322 1.5452 -0.595 -1.252 -0.513 -0.120
C -3.0913 -5.4129 0.3706 0.844 -0.056 -0.792 -0.152
C -3.4730 -6.7274 -0.2831 -0.305 -1.172 -0.063 -0.107
C -3.1742 -9.1183 0.2368 -0.940 -0.425 0.229 -0.161
C -2.9338 -10.2152 1.2475 -0.702 -0.658 0.281 -0.222
C -2.8966 -11.5463 0.4602 1.139 -0.433 0.629 -0.072
H -7.9779 -5.5234 1.9893 0.496 -0.648 -0.219 0.091
H -8.0229 -6.3318 0.4122 0.420 -0.094 0.477 0.092
H -6.4551 -5.7910 1.0577 -0.226 0.509 -0.089 0.039
H -8.0261 -8.1753 1.9064 0.460 -0.320 0.159 0.128
H -6.8212 -7.5029 2.9998 -0.165 0.076 0.472 0.109
H -6.1020 -8.0318 0.1786 0.287 -0.406 -0.016 0.114
H -5.9407 -9.3821 1.3486 -0.049 0.345 -0.020 0.126
H -4.4600 -8.1949 2.6793 0.913 0.039 0.703 0.130
H -4.8048 -6.6072 1.8861 0.329 -0.262 0.378 0.108
H -1.2137 -7.5385 0.7462 -0.748 -0.275 0.279 0.144
H -1.8727 -7.8213 2.3828 -0.060 -0.038 0.219 0.123
H -1.1373 -5.2035 1.4950 -1.005 -0.603 0.188 0.128
H -2.7104 -5.5160 2.4298 0.570 0.415 0.515 0.100
H -2.6058 -4.8028 -0.4054 -0.484 0.231 0.442 0.125
H -3.9860 -4.9865 0.7816 -0.308 0.787 -0.166 0.088
H -2.7107 -7.1210 -0.9765 -0.442 0.671 -0.105 0.135
H -4.4788 -6.7882 -0.7419 0.610 0.235 0.154 0.147
H -2.3672 -9.0226 -0.4964 -0.214 -0.158 0.091 0.137
H -4.1259 -9.4112 -0.2336 0.453 0.362 -0.370 0.141
H -3.7612 -10.2242 1.9759 0.124 -0.077 -0.260 0.112
H -2.0338 -10.1154 1.8681 0.037 0.074 -0.482 0.116
H -3.7901 -11.9530 -0.0259 -0.169 0.618 0.399 0.094
H -2.4972 -12.3304 1.1242 -0.317 0.207 -0.269 0.095
H -2.1439 -11.4320 -0.3166 0.104 -0.116 -0.228 0.076
C -0.7481 -3.8244 9.4742 1.684 -0.503 -0.819 -0.063
C 0.7585 -4.2172 9.5196 0.091 -0.608 0.264 -0.244
C 1.5815 -3.6275 8.3901 0.285 1.692 -0.408 -0.197
C 1.2897 -4.4247 7.1117 -0.802 0.744 -0.068 -0.131
N 2.0393 -4.1004 5.8360 -0.606 0.437 0.404 -0.202
C 1.4058 -4.8877 4.7129 -0.784 1.201 -0.585 -0.110
C 2.5703 -5.1909 3.8019 -0.888 0.125 -0.119 -0.153
C 3.6575 -5.5855 4.7640 0.244 0.491 0.561 -0.120
C 3.5083 -4.5374 5.8643 -1.391 0.468 -1.510 -0.043
C 1.8964 -2.5845 5.4996 1.056 -1.477 -0.170 -0.100
C 0.4904 -2.0568 5.5980 0.398 -0.234 1.275 -0.237
C 0.5351 -0.5684 5.3238 -0.354 -0.693 -0.803 -0.069
H -1.2688 -4.3657 8.6830 -0.047 0.037 -0.031 0.069
H -0.7713 -2.7624 9.2527 -0.407 0.248 0.203 0.069
H -1.2213 -4.0623 10.3978 -0.419 0.043 0.682 0.072
H 0.9520 -5.2873 9.4846 -0.549 -0.402 0.116 0.109
H 1.2408 -3.9494 10.4547 -0.276 0.439 0.214 0.118
H 2.6730 -3.5799 8.6353 -0.823 -0.271 -0.199 0.134
H 1.2232 -2.5522 8.3424 0.680 -0.980 -0.471 0.121
H 0.2410 -4.2215 6.7855 0.628 -0.682 0.670 0.128
H 1.4371 -5.4820 7.3431 -0.053 -0.002 -0.343 0.146
H 0.5797 -4.2523 4.2805 1.018 -0.789 0.255 0.137
H 0.9422 -5.8010 5.0653 0.126 -0.125 0.491 0.138
H 2.8016 -4.3091 3.2152 0.325 0.190 -0.121 0.109
H 2.2499 -5.9509 3.1237 0.156 -0.665 -0.582 0.116
H 4.6406 -5.4613 4.3536 0.518 -0.236 -0.320 0.104
H 3.5723 -6.5872 5.1392 -0.226 -0.544 0.090 0.128
H 4.0776 -3.6899 5.5348 0.397 0.576 0.430 0.116
H 3.6515 -4.8094 6.8609 0.972 -0.550 1.403 0.116
H 2.2334 -2.5807 4.4618 -0.056 0.403 -0.106 0.121
H 2.6764 -2.0674 6.0714 -0.518 -0.014 0.237 0.147
H 0.0549 -2.3003 6.5876 0.223 0.516 -0.476 0.106
H -0.0928 -2.5974 4.8910 -0.722 -0.114 -0.781 0.089
H -0.4701 -0.2006 5.1937 -0.309 0.230 -0.231 0.069
H 1.1045 -0.4079 4.3897 -0.211 0.390 0.608 0.072
H 0.9257 -0.0900 6.1929 0.684 0.645 0.357 0.077
C 2.0739 8.5503 -9.0680 0.756 1.317 -0.139 -0.113
C 3.3447 7.8506 -8.5521 0.243 0.279 0.528 -0.225
C 3.0766 6.4885 -7.8036 -0.154 0.301 -0.809 -0.178
C 2.1621 6.7729 -6.6033 -0.505 0.166 -0.065 -0.109
N 1.3526 5.5587 -6.0247 1.774 0.380 -0.651 -0.232
C 0.8304 5.8135 -4.6402 0.755 -1.406 0.116 -0.079
C 0.6993 4.3756 -4.0466 1.558 0.713 0.727 -0.144
C 1.8156 3.5459 -4.7612 -0.450 0.149 -0.362 -0.129
C 2.4149 4.4152 -5.9111 -2.138 0.899 1.513 -0.055
C 0.1865 5.0884 -6.8779 1.669 -1.005 -0.344 -0.128
C -0.6941 6.2285 -7.3098 0.061 -0.165 -0.795 -0.225
C -1.6645 5.7102 -8.3731 -0.078 1.375 -0.606 -0.081
H 2.4139 9.4716 -9.5612 0.035 -0.052 0.197 0.090
H 1.3817 8.9423 -8.3028 0.144 -0.476 -0.244 0.073
H 1.5660 8.0710 -9.8923 -0.348 -0.714 0.142 0.079
H 3.9252 8.5967 -7.9181 -0.685 -1.084 -0.496 0.135
H 3.9946 7.6466 -9.4187 -0.218 -0.045 0.380 0.118
H 4.0499 5.9698 -7.6054 -0.977 0.406 0.125 0.125
H 2.4871 5.8841 -8.5315 0.482 0.130 0.359 0.122
H 1.4603 7.5476 -6.9602 0.272 -0.595 0.689 0.091
H 2.6981 7.1794 -5.7418 0.038 -0.124 -0.117 0.134
H -0.1490 6.2508 -4.7349 0.060 0.811 0.231 0.120
H 1.6176 6.3920 -4.0853 -1.141 -0.321 -0.479 0.154
H -0.2489 3.8513 -4.1407 -0.197 0.537 -0.168 0.101
H 0.9160 4.4648 -2.9641 -0.228 -0.223 -0.522 0.119
H 1.2955 2.6476 -5.0976 0.644 -0.142 -0.256 0.108
H 2.5989 3.2956 -4.0592 0.133 -0.292 0.027 0.102
H 2.4972 4.0234 -6.9138 0.231 -0.448 0.072 0.120
H 3.3283 4.9103 -5.5891 0.061 -0.180 -0.120 0.127
H -0.3078 4.3027 -6.2511 0.127 0.722 -0.755 0.140
H 0.6988 4.5500 -7.7473 -1.051 0.860 0.892 0.154
H -0.0863 7.0545 -7.7403 -0.533 -0.650 0.292 0.103
H -1.3001 6.6203 -6.4834 0.287 0.056 -0.117 0.122
H -1.2375 5.0942 -9.1793 0.211 0.366 0.350 0.088
H -2.0924 6.6386 -8.8302 -0.125 -1.135 0.197 0.107
H -2.4144 5.1218 -7.8811 -0.699 -0.200 0.019 0.067
C 6.6615 2.8753 2.5819 -0.028 -0.325 -0.930 -0.078
O 8.0146 3.3406 2.5043 -0.789 0.071 0.704 -0.201
C 8.1560 4.6376 1.9280 0.923 -1.370 -0.164 -0.177
C 9.5629 5.0620 2.2325 0.185 -1.512 0.730 -0.077
N 9.8202 4.8334 3.6873 0.036 0.641 -0.469 0.036
H 9.4419 5.6157 4.2630 0.384 -0.694 -0.004 0.181
H 9.3799 3.9604 3.9756 -0.528 0.110 -0.110 0.167
C 11.2719 4.6760 4.0050 -0.022 0.291 -0.158 -0.087
C 11.4019 4.6780 5.5108 -1.202 1.956 0.161 -0.117
O 10.2862 5.5950 5.8946 1.743 -2.005 0.247 -0.251
C 10.5247 6.1454 7.1931 0.522 0.679 -1.208 -0.049
H 6.5102 2.2396 3.4397 0.666 -0.837 0.014 0.084
H 6.4099 2.3791 1.6122 -0.022 0.168 0.848 0.095
H 5.8954 3.6061 2.8083 0.176 1.013 -0.434 0.086
H 7.4908 5.3119 2.3797 -1.334 0.990 0.359 0.118
H 8.0324 4.5294 0.8613 -0.264 0.501 -0.462 0.137
H 9.8145 6.0563 1.9762 0.043 1.111 -0.202 0.141
H 10.2502 4.4014 1.7456 0.406 -0.337 -0.578 0.132
H 11.8082 5.5024 3.5196 -0.121 -0.247 0.272 0.155
H 11.5719 3.7357 3.5794 0.320 -0.317 -0.341 0.137
H 12.3162 5.2012 5.7730 0.303 -0.319 0.192 0.135
H 11.3536 3.6892 5.9933 -0.254 0.412 -0.113 0.144
H 9.5669 6.4694 7.4572 -1.255 1.008 0.810 0.076
H 11.2286 6.9851 7.0440 -0.218 -0.438 0.688 0.119
H 10.8182 5.4107 7.9156 0.561 -0.415 0.262 0.096
As 0.2424 -0.4175 1.1582 0.705 1.333 -0.173 0.620
F -0.9337 -0.4844 2.3583 -1.521 -0.157 1.597 -0.229
F -0.6131 0.9046 0.4183 -0.533 0.269 -0.006 -0.265
F 1.3407 -0.2884 -0.1172 1.403 -0.164 -0.824 -0.237
F 1.1003 -1.7232 1.8891 0.450 -0.403 0.292 -0.256
F -0.6658 -1.5500 0.2477 -0.656 -0.655 -0.532 -0.255
F 1.1396 0.7314 2.1342 -0.027 -0.370 -0.276 -0.263